(1)
DFT (ωB97M-V/def2-TZVPD) results for an isolated ion of composition C40H54N2OP and charge +1 in a non-equilibrium geometry.

Computed properties:
Kohn-Sham gap: 8.264 eV
HOMO: -10.306 eV
LUMO level: -2.042 eV
Electronic energy: -2082.464381 Ha

ORCA input file:
```
! RIJCOSX wB97M-V def2-TZVPD def2/J DEFGRID3
* xyz 1 1
C -0.4011 -3.8683 5.9406
C -0.7611 -3.4659 4.5140
C 0.0528 -2.2559 4.0562
C -0.7076 -1.3679 3.0577
P -0.5361 -1.5763 1.2577
C -1.6515 -2.7825 0.4367
C -1.9988 -4.2434 0.8220
C -0.8755 -5.2718 0.7222
C -1.3999 -6.6555 0.3352
C 1.2332 -1.8390 0.9641
C 1.6117 -3.2952 1.2214
C 2.9630 -3.5278 1.8893
C 4.1363 -2.7942 1.2527
H -0.8145 -4.8504 6.1804
H 0.6847 -3.8889 6.0749
H -0.8132 -3.1465 6.6549
H -0.5925 -4.2961 3.8141
H -1.8328 -3.2378 4.4596
H 0.2821 -1.6277 4.9346
H 1.0269 -2.5853 3.6591
H -1.7822 -1.3891 3.2989
H -0.3955 -0.3246 3.2444
H -2.6124 -2.2397 0.4600
H -1.3717 -2.7732 -0.6313
H -2.4158 -4.2730 1.8404
H -2.8254 -4.5488 0.1523
H -0.1117 -4.9291 0.0134
H -0.3816 -5.3529 1.7018
H -0.6296 -7.4091 0.5141
H -2.2895 -6.8960 0.9273
H -1.6705 -6.6855 -0.7257
H 1.4638 -1.5817 -0.0802
H 1.7947 -1.1302 1.6024
H 0.8646 -3.7962 1.8560
H 1.5774 -3.8225 0.2582
H 2.9047 -3.2469 2.9487
H 3.1466 -4.6098 1.8739
H 4.9996 -2.8034 1.9236
H 4.4428 -3.2747 0.3221
H 3.8980 -1.7515 1.0299
C 2.1799 4.5590 -3.3008
N 1.4511 3.3163 -3.2360
C 1.2032 2.5438 -4.3450
O 1.6017 2.7657 -5.4858
C 0.3648 1.3574 -3.8743
C 0.8199 -0.0408 -4.3195
C 2.1397 -0.4220 -3.7035
C 3.2896 0.2625 -4.1022
C 4.4886 0.0669 -3.4220
C 4.5655 -0.8597 -2.3772
C 3.4584 -1.6679 -2.0998
C 2.2392 -1.4414 -2.7455
N 0.4469 1.4826 -2.4374
C -0.1317 0.5732 -1.6183
C -0.0336 0.5927 -0.2653
C -1.0985 -0.0739 0.5469
C -1.8471 0.8342 1.5541
C -3.1807 0.5184 1.8643
C -3.7789 1.0540 3.0038
C -3.0780 1.9992 3.7654
C -1.8116 2.4274 3.3643
C -1.2103 1.8825 2.2177
C 0.8309 2.8337 -2.0065
C -0.3354 3.6658 -1.5843
C -0.9111 4.5741 -2.3958
C -1.8446 5.6079 -1.9977
C -2.3970 6.4461 -2.9958
C -3.2166 7.5185 -2.6597
C -3.5133 7.7783 -1.3094
C -2.9850 6.9484 -0.3064
C -2.1665 5.8656 -0.6408
H 2.6628 4.6236 -4.2815
H 1.5087 5.4154 -3.1578
H 2.9356 4.5812 -2.5046
H -0.6827 1.5463 -4.1868
H 0.0377 -0.7512 -4.0329
H 0.8915 -0.0194 -5.4157
H 3.2243 0.9671 -4.9356
H 5.3607 0.6559 -3.6977
H 5.4899 -0.9747 -1.8073
H 3.5352 -2.4810 -1.3777
H 1.3630 -2.0488 -2.4994
H -0.6510 -0.2336 -2.1417
H 0.8055 1.0577 0.2417
H -1.8707 -0.3679 -0.1863
H -3.7308 -0.1789 1.2223
H -4.7774 0.7186 3.2946
H -3.5297 2.3898 4.6762
H -1.2782 3.1743 3.9524
H -0.2345 2.2421 1.8860
H 1.5732 2.8002 -1.1854
H -0.7547 3.4282 -0.6077
H -0.6695 4.5428 -3.4617
H -2.1618 6.2351 -4.0439
H -3.6436 8.1484 -3.4463
H -4.1693 8.6111 -1.0467
H -3.2310 7.1435 0.7409
H -1.7550 5.2199 0.1379
*
```

---

(2)
DFT (ωB97M-V/def2-TZVPD) results for C40H55BeBrCaF14Li2N2O15P as an isolated structure in a non-equilibrium geometry.

Computed properties:
Kohn-Sham gap: 0.743 eV
HOMO: -8.262 eV
LUMO level: -7.519 eV
Electronic energy: -7814.973018 Ha

ORCA input file:
```
! RIJCOSX wB97M-V def2-TZVPD def2/J DEFGRID3
* xyz 1 1
C 0.0545 1.1201 -0.9591
C -1.2467 0.9598 0.0098
N -1.8238 -0.3861 -0.2482
C -3.2475 -0.4836 0.1512
C -3.9392 -1.9217 0.3485
C -2.9585 -3.1853 0.1914
O -2.7679 -3.8178 1.4829
C -3.0658 -5.2354 1.4448
C -2.0809 -6.0933 0.5043
O -0.7793 -6.3618 1.1099
C 0.0507 -5.1944 1.0883
C 0.6471 -4.5283 -0.1825
C 1.5226 -3.2088 -0.1598
C 1.8253 -2.5415 1.2093
C 2.6665 -1.1572 1.4024
C 3.1565 -0.6573 -0.0561
C 1.6535 -0.1407 2.1259
C 3.9826 -1.5545 2.2351
C 4.5415 -0.4541 3.2595
C 4.7358 1.0244 2.6501
C 3.7550 -0.4383 4.6966
C 6.0691 -0.9638 3.6529
C 1.2360 -3.2449 2.4883
C 0.3800 -4.5346 2.4859
O -3.3033 0.1198 1.5089
C -4.1758 1.2792 1.5682
O -4.6308 1.8454 2.5950
O -4.4236 1.7385 0.2115
C -4.3476 0.4626 -0.5270
C -4.5462 0.4782 -2.1155
C -3.3229 1.1066 -2.9440
O -3.2381 0.6064 -4.3291
C -2.7415 -0.7590 -4.2609
C -1.3364 -0.9679 -5.0190
F -0.3135 -0.4372 -4.1511
F -1.2819 -0.2381 -6.2263
C -1.0407 -2.5375 -5.1730
F -0.5613 -2.9907 -3.8802
F -2.1734 -3.3374 -5.4759
C 0.1094 -2.9073 -6.2284
F -0.1600 -2.4783 -7.5659
F 0.1404 -4.3572 -6.2955
C 1.6041 -2.4968 -5.7350
F 1.8776 -1.1118 -5.8747
F 2.5042 -3.2117 -6.6666
H -0.0586 2.1143 -1.5406
H 1.0213 1.2294 -0.3378
H 0.2095 0.2308 -1.6583
H -0.9585 1.0700 1.1219
H -1.9374 1.8353 -0.2588
H -1.6964 -0.6887 -1.2236
H -4.8490 -2.1109 -0.3243
H -4.3424 -1.9465 1.4344
H -3.4830 -3.9529 -0.5072
H -1.9466 -2.9616 -0.2930
H -3.0278 -5.6716 2.5190
H -4.1797 -5.3340 1.1281
H -1.8804 -5.5879 -0.5191
H -2.6038 -7.1137 0.3323
H 0.4214 -5.0206 -1.2020
H 1.9048 -2.7748 -1.1409
H 3.9615 0.1525 -0.0293
H 2.2591 -0.4077 -0.7278
H 3.6577 -1.5825 -0.5481
H 0.6288 -0.2728 1.5856
H 1.4389 -0.3902 3.2337
H 1.9174 0.9795 1.9725
H 4.8260 -1.7264 1.4542
H 3.8559 -2.5872 2.7487
H 4.0381 1.2902 1.7877
H 4.4971 1.7679 3.5071
H 5.8377 1.2493 2.3689
H 4.4933 -0.5210 5.5807
H 3.0785 0.4819 4.8101
H 3.1433 -1.4251 4.7256
H 6.0592 -2.0771 3.9161
H 6.6955 -0.8147 2.6877
H 6.4914 -0.3035 4.5140
H 1.4705 -2.7427 3.4962
H -0.0039 -4.9777 3.4674
H -5.3393 -0.0289 -0.1738
H -5.4642 1.1558 -2.3255
H -4.8402 -0.5715 -2.4910
H -2.2887 0.9223 -2.4886
H -3.5026 2.2409 -3.0098
H -3.5921 -1.4213 -4.6772
H -2.5713 -1.1280 -3.1765
H 1.8518 -2.9212 -4.6956
Li 2.6028 -3.3467 -8.8680
C -5.3826 4.3173 -2.6908
O -5.2923 3.3536 -3.4336
N -6.4980 4.6760 -1.9954
C -6.5217 5.8382 -1.1309
C -7.6967 3.8717 -2.1235
H -4.5312 4.9970 -2.5211
H -6.7591 5.5183 -0.1131
H -7.2897 6.5291 -1.4869
H -5.5557 6.3443 -1.1312
H -7.4775 2.8486 -1.8056
H -8.0047 3.8548 -3.1719
H -8.5036 4.2829 -1.5095
Br 8.3702 -1.0285 3.9517
Li -0.7914 0.6857 2.5444
C 6.0797 0.6056 8.3696
C 6.5781 0.6527 9.6078
C 7.8946 1.2934 9.8911
O 8.3100 1.3352 11.0346
C 8.6455 1.8502 8.7603
C 8.1481 1.7995 7.5230
C 6.8198 1.1833 7.2448
O 6.3863 1.1707 6.1000
O 8.8371 2.3109 6.4629
O 5.9030 0.1182 10.6608
H 5.1250 0.1458 8.1509
H 9.6071 2.2964 8.9762
H 8.2696 2.1539 5.6833
H 6.4687 0.2809 11.4423
F -0.6726 4.9813 -7.5050
P -0.6132 3.4193 -7.1476
F 0.0561 2.8155 -5.8159
F 0.8770 3.7739 -7.6292
F -0.3900 1.9720 -7.8125
F -1.8657 3.2334 -8.1322
F -1.6793 3.7312 -5.9893
O -10.3568 4.8741 -2.0899
H -10.0616 4.7608 -2.9921
Be 4.1824 -2.2456 -5.3982
C -2.7574 6.5402 -0.5212
O -2.1741 5.4631 -0.4737
O -2.6442 7.4561 0.3159
O -3.5565 6.8877 -1.4146
Ca 3.7159 -2.0660 -11.2066
*
```

---

(3)
DFT (ωB97M-V/def2-TZVPD) results for C40H55BeN7OP3Te as an isolated structure.

Computed properties:
Kohn-Sham gap: 6.839 eV
HOMO: -8.538 eV
LUMO level: -1.699 eV
Energy above the lowest of the compared OMol25 structures with the same formula, charge and spin: 0.0 kcal per mole
Electronic energy: -3322.604977 Ha

ORCA input file:
```
! RIJCOSX wB97M-V def2-TZVPD def2/J DEFGRID3
* xyz 1 1
Be -1.0043 1.6644 0.7277
C 3.2148 3.9436 2.7656
C 1.9415 3.5446 3.4773
N 0.9120 3.1746 2.5087
C 0.9732 3.4511 1.1851
N 0.1101 2.8478 0.3779
C 0.1364 3.1586 -1.0565
C 1.4808 3.6773 -1.5205
C 1.8774 4.8215 -0.6165
N 1.8786 4.3599 0.7642
C 2.8679 4.9318 1.6739
H 3.6729 3.0548 2.3260
H 3.9167 4.3927 3.4673
H 1.5779 4.3686 4.0975
H 2.1168 2.6827 4.1204
H 0.3962 2.3298 2.7098
H -0.6476 3.8872 -1.2886
H -0.1228 2.2464 -1.5903
H 1.4162 4.0142 -2.5556
H 2.2330 2.8872 -1.4582
H 1.1836 5.6609 -0.7373
H 2.8779 5.1881 -0.8437
H 2.4929 5.8686 2.1014
H 3.7494 5.1723 1.0794
C 4.2028 -4.3435 -1.7527
N 4.0062 -3.2986 -0.6713
C 3.8238 -4.0190 0.6651
N 2.7439 -4.9427 0.6029
C 2.9636 -5.9029 -0.4722
N 3.1112 -5.2622 -1.7793
C 1.8525 -4.6469 -2.2265
P 1.2309 -3.3064 -1.0905
C 2.8468 -2.4051 -0.9869
C 1.4511 -4.2615 0.4918
H 5.1321 -4.8642 -1.5182
H 4.3003 -3.8191 -2.7028
H 4.8378 -2.7059 -0.5511
H 3.6663 -3.2462 1.4143
H 4.7675 -4.5323 0.8526
H 2.1256 -6.5970 -0.5129
H 3.8735 -6.4655 -0.2552
H 1.0993 -5.4318 -2.3141
H 1.9927 -4.2322 -3.2280
H 2.7602 -1.6513 -0.1959
H 3.0658 -1.8987 -1.9286
H 0.6496 -4.9962 0.5874
H 1.3552 -3.5514 1.3175
Te 2.4596 -0.0704 2.0280
C 4.4332 -0.8062 1.8238
C 5.1296 -0.6640 0.6147
C 6.3868 -1.2340 0.4263
C 6.9906 -1.9557 1.4505
C 6.3370 -2.0613 2.6723
C 5.0836 -1.4924 2.8558
H 4.6804 -0.0797 -0.1821
H 6.9134 -1.0812 -0.5106
H 7.9713 -2.3917 1.3118
H 6.8091 -2.5885 3.4923
H 4.5875 -1.5928 3.8134
N -2.1432 1.1490 -0.1627
P -3.3390 1.0278 -1.1105
C -3.7029 2.4171 -2.2381
C -4.9274 3.0762 -2.3029
C -5.1265 4.1036 -3.2180
C -4.1100 4.4725 -4.0832
C -2.8921 3.8043 -4.0438
C -2.6941 2.7837 -3.1303
C -3.2260 -0.3511 -2.2917
C -2.1211 -1.1936 -2.2585
C -2.0132 -2.2349 -3.1722
C -3.0061 -2.4403 -4.1173
C -4.1090 -1.5955 -4.1595
C -4.2138 -0.5526 -3.2549
C -4.8981 0.7528 -0.2078
C -5.5716 -0.4640 -0.2112
C -6.6580 -0.6697 0.6323
C -7.0809 0.3399 1.4820
C -6.4122 1.5588 1.4960
C -5.3243 1.7596 0.6633
H -5.7369 2.7911 -1.6449
H -6.0813 4.6117 -3.2546
H -4.2675 5.2710 -4.7963
H -2.1028 4.0749 -4.7335
H -1.7537 2.2473 -3.1181
H -1.3400 -1.0149 -1.5276
H -1.1463 -2.8827 -3.1438
H -2.9218 -3.2520 -4.8284
H -4.8808 -1.7464 -4.9029
H -5.0672 0.1150 -3.3016
H -5.2496 -1.2610 -0.8699
H -7.1744 -1.6208 0.6206
H -7.9298 0.1803 2.1341
H -6.7386 2.3495 2.1592
H -4.7877 2.7014 0.6959
C -1.3106 -1.6459 1.6401
P -1.5136 -0.2442 2.7274
C -0.7789 -0.6662 4.3000
C -3.2600 0.0327 2.9627
O -0.7882 0.9992 2.2015
H -1.7043 -2.5499 2.1072
H -0.2446 -1.7636 1.4326
H -1.8400 -1.4394 0.7106
H -1.2147 -1.5835 4.6970
H -0.9384 0.1450 5.0105
H 0.2938 -0.8042 4.1423
H -3.7312 -0.8526 3.3918
H -3.7024 0.2522 1.9914
H -3.4106 0.8820 3.6292
*
```

---

(4)
DFT (ωB97M-V/def2-TZVPD) results for C40H55InN6P2S3Si as an isolated structure.

Computed properties:
Kohn-Sham gap: 5.981 eV
HOMO: -1.813 eV
LUMO level: 4.168 eV
Electronic energy: -4242.807601 Ha

ORCA input file:
```
! RIJCOSX wB97M-V def2-TZVPD def2/J DEFGRID3
* xyz -2 1
In -0.0597 0.8484 0.0456
C 0.7475 0.9686 4.1128
C -0.3174 -0.1257 3.9871
C -0.1746 -1.0952 5.1579
P -0.2028 -0.8096 2.2734
C -1.7814 -1.7363 1.9389
C -1.6197 -2.5818 0.6799
C -2.4135 -2.5449 3.0682
C 1.1921 -1.9401 2.3266
C 1.2488 -3.0684 3.1460
C 2.3594 -3.8870 3.2280
C 2.3996 -5.0868 4.1332
C 3.4563 -3.5348 2.4275
C 3.4476 -2.4362 1.6085
C 2.3145 -1.5678 1.5240
N 2.1819 -0.5564 0.6744
C 3.2067 -0.0470 -0.0771
C 4.5098 0.1989 0.3787
C 5.4353 0.8367 -0.4263
C 5.1168 1.2673 -1.7105
C 6.1074 2.0061 -2.5671
C 3.8232 1.0298 -2.1589
C 2.8724 0.3751 -1.3857
P 1.1723 0.1960 -2.0478
C 1.0220 -1.6405 -2.3734
C 1.8301 -1.8990 -3.6549
C 1.4362 -2.6658 -1.3308
C 0.3711 3.4935 -2.4015
C 0.2825 2.9736 -3.8324
C -0.4519 4.7580 -2.2129
H 0.6585 1.4688 5.0798
H 1.7461 0.5285 4.0464
H 0.6680 1.7204 3.3305
H -1.3008 0.3415 4.0413
H 0.8477 -1.4701 5.2264
H -0.3967 -0.5499 6.0784
H -0.8478 -1.9470 5.1109
H -2.4740 -0.9188 1.6949
H -0.9136 -3.3994 0.8444
H -2.5849 -3.0063 0.3938
H -1.2594 -1.9939 -0.1696
H -1.7673 -3.3619 3.3918
H -2.6546 -1.9251 3.9304
H -3.3480 -2.9892 2.7153
H 0.3745 -3.3382 3.7271
H 1.4198 -5.2673 4.5785
H 2.6906 -5.9949 3.5976
H 3.1112 -4.9574 4.9548
H 4.3446 -4.1613 2.4455
H 4.3072 -2.2295 0.9845
H 4.7696 -0.0588 1.3982
H 6.4223 1.0500 -0.0273
H 6.4299 1.4107 -3.4265
H 6.9956 2.2716 -1.9925
H 5.6734 2.9321 -2.9481
H 3.5312 1.3836 -3.1432
H -0.0381 -1.7691 -2.6014
H 2.8951 -1.7492 -3.4580
H 1.6917 -2.9333 -3.9896
H 1.5408 -1.2338 -4.4665
H 2.5063 -2.6023 -1.1264
H 0.9204 -2.5420 -0.3836
H 1.2267 -3.6706 -1.7140
H 0.0246 2.7043 -1.7299
H 0.8160 2.0316 -3.9390
H -0.7631 2.8000 -4.0906
H 0.6937 3.7009 -4.5398
H -0.1792 5.4974 -2.9682
H -1.5150 4.5297 -2.3104
H -0.2823 5.1915 -1.2252
S 3.8550 4.1855 0.1830
C 2.3885 3.6164 -0.3270
S 1.2594 2.9238 0.7824
S 2.1259 3.8084 -2.0449
C -2.2900 3.9555 0.3277
C -2.9341 2.6807 -0.1315
C -4.2860 2.5189 0.0540
C -4.8798 1.3424 -0.4219
C -4.1341 0.4550 -1.1287
C -2.7382 0.7015 -1.3981
N -2.1499 1.7866 -0.7757
N -1.9896 -0.0790 -2.1417
Si -2.5609 -1.0352 -3.4262
C -3.9357 -0.1891 -4.4139
C -1.1937 -1.3655 -4.6769
C -3.2204 -2.7367 -2.9197
H -2.4019 4.7063 -0.4542
H -1.2263 3.8309 0.5176
H -2.7744 4.3369 1.2266
H -4.8504 3.2715 0.5869
H -5.9285 1.1386 -0.2251
H -4.5645 -0.4674 -1.4896
H -3.5679 0.7468 -4.8380
H -4.8013 0.0520 -3.8006
H -4.2664 -0.8277 -5.2366
H -0.4637 -0.5543 -4.6608
H -1.6149 -1.4410 -5.6811
H -0.6602 -2.2931 -4.4744
H -4.2053 -2.6745 -2.4536
H -2.5479 -3.2132 -2.2047
H -3.3016 -3.3894 -3.7924
N -1.5653 1.7454 2.0152
C -2.2597 2.0987 2.8720
C -3.0867 2.4517 3.9394
C -3.6504 1.4220 4.7182
N -4.1029 0.5616 5.3460
C -3.3657 3.8013 4.2263
N -3.6039 4.9058 4.4700
*
```